Entry 1:
ORCA calculation (the ωB97M-V functional and the def2-TZVPD basis) on a molecular structure, C27H66CuN3O15P3 in a non-equilibrium geometry.

* net charge: +1
* strongest force on any atom: 0.09239 Eh/bohr
* Kohn-Sham gap: 4.531 eV
* energy relative to the best compared isomer or geometry (same formula, charge and spin): 803.0 kJ/mol
* highest occupied orbital energy: -10.8 eV

Geometry (Å):
Cu1 32.648 9.197 10.435
C1 35.303 15.222 10.086
O1 35.137 14.201 10.796
N1 35.862 16.345 10.532
C2 35.948 17.508 9.666
C3 36.383 16.535 11.880
H1 34.957 15.313 9.045
H2 36.946 17.944 9.686
H3 35.325 18.325 10.029
H4 35.618 17.281 8.652
H5 37.464 16.674 11.883
H6 36.045 17.533 12.157
H7 36.118 15.806 12.647
C4 38.011 7.467 7.970
O2 37.197 8.402 7.896
N2 39.145 7.476 8.707
C5 40.114 6.394 8.646
C6 39.510 8.612 9.587
H8 37.872 6.538 7.396
H9 41.135 6.667 8.381
H10 39.746 5.562 8.045
H11 40.197 6.031 9.670
H12 39.436 8.229 10.605
H13 40.554 8.817 9.347
H14 39.012 9.575 9.471
C7 29.607 12.450 5.089
O3 29.775 12.451 6.363
N3 29.733 13.622 4.373
C8 29.554 13.534 2.921
C9 30.022 14.894 4.998
H15 29.382 11.547 4.502
H16 30.397 13.991 2.403
H17 28.663 14.095 2.641
H18 29.367 12.527 2.547
H19 30.108 14.803 6.081
H20 31.042 15.223 4.796
H21 29.193 15.537 4.702
C10 28.062 15.380 14.291
C11 28.348 13.956 13.712
O4 27.493 12.978 14.236
P1 28.171 11.580 14.692
O5 29.319 11.015 13.887
O6 28.491 11.630 16.273
C12 28.998 10.490 16.952
C13 29.198 10.584 18.455
O7 26.873 10.627 14.619
C14 26.639 9.786 13.484
C15 26.008 10.747 12.446
H22 28.420 16.208 13.681
H23 27.041 15.580 14.616
H24 28.571 15.467 15.251
H25 28.243 13.962 12.627
H26 29.406 13.750 13.870
H27 28.533 9.529 16.736
H28 30.015 10.570 16.569
H29 29.354 9.595 18.887
H30 30.027 11.189 18.820
H31 28.326 11.052 18.913
H32 27.536 9.271 13.140
H33 25.900 9.033 13.758
H34 26.610 11.633 12.248
H35 25.905 10.342 11.439
H36 25.029 11.056 12.813
C16 26.483 4.417 5.686
C17 27.683 3.443 6.107
O8 28.884 3.951 5.526
P2 30.094 4.645 6.402
O9 29.697 5.701 7.285
O10 31.132 5.151 5.255
C18 30.736 5.461 3.919
C19 31.701 6.463 3.423
O11 30.854 3.387 6.987
C20 30.677 3.023 8.329
C21 31.073 1.600 8.472
H37 26.586 5.353 6.234
H38 26.527 4.600 4.612
H39 25.498 3.961 5.783
H40 27.842 3.426 7.185
H41 27.382 2.460 5.745
H42 30.635 4.601 3.257
H43 29.659 5.625 3.890
H44 31.904 7.263 4.135
H45 32.692 6.011 3.456
H46 31.415 6.894 2.464
H47 31.242 3.632 9.034
H48 29.641 3.266 8.565
H49 31.140 1.308 9.520
H50 30.365 0.957 7.949
H51 31.999 1.441 7.920
C22 35.467 4.293 18.982
C23 35.817 5.706 18.463
O12 35.181 5.876 17.222
P3 36.129 5.992 15.881
O13 35.353 6.275 14.601
O14 37.088 4.681 15.876
C24 36.600 3.421 15.397
C25 37.286 3.205 14.083
O15 37.102 7.186 16.251
C26 36.764 8.544 16.040
C27 36.573 9.403 17.329
H52 35.637 3.578 18.178
H53 36.070 3.915 19.808
H54 34.388 4.206 19.113
H55 35.440 6.499 19.110
H56 36.893 5.753 18.298
H57 36.734 2.657 16.162
H58 35.514 3.396 15.306
H59 36.918 2.241 13.732
H60 36.947 3.948 13.361
H61 38.364 3.066 14.175
H62 37.490 9.077 15.425
H63 35.831 8.669 15.491
H64 37.486 9.402 17.925
H65 36.258 10.411 17.059
H66 35.815 8.928 17.953

Entry 2:
ORCA calculation (the ωB97M-V functional and the def2-TZVPD basis) on 2 unconnected molecules or ions with the total composition C3H13N5O in a non-equilibrium geometry.

* net charge: 0
* strongest force on any atom: 0.05404 Eh/bohr
* Kohn-Sham gap: 9.514 eV
* SMILES string: NC(N)(N)NO.[H]/N=C\C
* energy relative to the best compared isomer or geometry (same formula, charge and spin): 56.5 kJ/mol
* highest occupied orbital energy: -8.8 eV

Geometry (Å):
N1 0.214 0.830 -0.268
C1 1.047 -0.374 -0.710
N2 2.354 -0.017 -1.182
N3 1.094 -1.339 0.330
N4 0.279 -0.857 -1.879
O1 0.828 -2.093 -2.300
H1 0.766 1.384 0.380
H2 -0.022 1.399 -1.077
H3 2.856 0.607 -0.563
H4 2.346 0.304 -2.141
H5 0.162 -1.175 1.108
H6 2.006 -1.364 0.766
H7 -0.664 -1.065 -1.548
H8 1.097 -2.533 -1.466
H9 -0.749 -0.153 2.655
N5 -0.993 -0.603 1.775
C2 -1.538 0.207 0.910
C3 -2.153 1.533 1.237
H10 -1.972 -0.289 0.045
H11 -1.666 2.002 2.093
H12 -3.213 1.396 1.455
H13 -2.081 2.201 0.380

Entry 3:
ORCA calculation (the ωB97M-V functional and the def2-TZVPD basis) on a molecular structure, C36H46N5O2Os.

* net charge: +1
* strongest force on any atom: 0.01089 Eh/bohr
* Kohn-Sham gap (spin up / spin down): 6.877 / 6.875 eV
* highest occupied orbital energy (spin up / spin down): -10.6 / -10.6 eV

Geometry (Å):
Os1 -0.581 -0.016 0.476
O1 -2.304 1.577 3.799
C1 -1.545 1.138 2.967
N1 -1.913 0.690 1.715
C2 -3.195 1.178 1.247
C3 -2.938 1.853 -0.065
C4 -3.911 2.596 -0.712
C5 -3.606 3.203 -1.915
C6 -2.328 3.050 -2.427
C7 -1.417 2.291 -1.724
N2 -1.702 1.692 -0.561
C8 -0.072 1.077 3.175
C9 0.496 1.425 4.382
C10 1.874 1.354 4.505
C11 2.613 0.939 3.410
C12 1.965 0.614 2.231
N3 0.635 0.685 2.105
H1 -3.607 1.882 1.970
H2 -3.922 0.372 1.135
H3 -4.889 2.695 -0.261
H4 -4.348 3.790 -2.440
H5 -2.031 3.510 -3.359
H6 -0.413 2.166 -2.094
H7 -0.155 1.732 5.188
H8 2.361 1.613 5.435
H9 3.691 0.867 3.451
H10 2.526 0.294 1.368
C13 1.288 4.173 -1.443
C14 1.368 3.218 -0.247
C15 1.574 4.018 1.042
C16 2.445 2.178 -0.487
C17 3.773 2.577 -0.393
C18 4.811 1.699 -0.648
C19 4.525 0.390 -0.990
C20 3.213 -0.068 -1.079
C21 2.993 -1.536 -1.415
C22 3.273 -1.814 -2.897
C23 3.872 -2.456 -0.562
C24 2.169 0.848 -0.846
N4 0.810 0.384 -0.972
C25 0.431 -0.083 -2.162
C26 -0.768 -0.736 -2.307
C27 -1.361 -1.367 -3.421
C28 -2.481 -1.991 -2.943
C29 -2.550 -1.752 -1.537
N5 -1.537 -0.965 -1.165
C30 -3.638 -2.320 -0.655
C31 -3.214 -2.441 0.808
C32 -3.997 -3.732 -1.144
C33 -4.885 -1.432 -0.804
H11 0.446 4.859 -1.337
H12 1.182 3.636 -2.388
H13 2.200 4.769 -1.513
H14 0.419 2.700 -0.145
H15 2.459 4.653 0.990
H16 1.678 3.371 1.914
H17 0.717 4.674 1.208
H18 3.997 3.602 -0.128
H19 5.838 2.034 -0.582
H20 5.338 -0.296 -1.184
H21 1.952 -1.793 -1.205
H22 4.321 -1.612 -3.127
H23 2.671 -1.196 -3.563
H24 3.074 -2.860 -3.133
H25 4.927 -2.350 -0.817
H26 3.601 -3.497 -0.739
H27 3.767 -2.254 0.505
H28 1.089 0.055 -3.014
H29 -0.980 -1.369 -4.430
H30 -3.173 -2.589 -3.510
H31 -2.343 -3.088 0.904
H32 -4.034 -2.877 1.382
H33 -2.961 -1.488 1.264
H34 -3.124 -4.385 -1.140
H35 -4.419 -3.724 -2.148
H36 -4.747 -4.161 -0.478
H37 -4.679 -0.391 -0.551
H38 -5.684 -1.797 -0.157
H39 -5.246 -1.449 -1.834
C34 1.036 -3.805 1.141
C35 0.880 -2.410 1.720
C36 0.456 -2.461 3.178
O2 -0.130 -1.769 0.934
H40 1.829 -4.346 1.657
H41 1.277 -3.759 0.080
H42 0.104 -4.360 1.259
H43 1.821 -1.867 1.615
H44 -0.504 -2.974 3.263
H45 0.355 -1.470 3.616
H46 1.192 -3.017 3.761

Entry 4:
ORCA calculation (the ωB97M-V functional and the def2-TZVPD basis) on a molecular structure, C11H19Br3FN4O5S2 in a non-equilibrium geometry.

* net charge: +1
* strongest force on any atom: 0.11321 Eh/bohr
* Kohn-Sham gap: 6.118 eV
* highest occupied orbital energy: -12.1 eV

Geometry (Å):
C1 -1.754 -3.807 1.699
C2 -0.358 -4.144 1.111
N1 0.068 -5.327 0.981
C3 0.463 -2.879 0.689
C4 -0.276 -2.081 -0.412
C5 -1.155 -2.822 -1.263
C6 -1.836 -2.024 -2.231
C7 -1.500 -0.605 -2.157
N2 -2.172 0.240 -3.071
N3 -0.651 0.010 -1.370
N4 -0.035 -0.768 -0.486
S1 1.100 0.094 0.537
O1 2.340 -0.618 0.616
O2 1.255 1.408 -0.023
F1 0.387 0.267 1.935
H1 -1.912 -2.711 1.670
H2 -1.895 -4.209 2.718
H3 -2.543 -4.232 1.052
H4 0.998 -5.294 0.555
H5 0.594 -2.302 1.618
H6 1.432 -3.221 0.284
H7 -1.309 -3.900 -1.204
H8 -2.538 -2.455 -2.947
H9 -3.061 -0.209 -3.281
H10 -2.385 1.112 -2.586
O3 0.864 6.063 -2.793
S2 1.840 6.577 -1.877
O4 3.198 6.125 -1.910
O5 1.278 6.415 -0.385
C8 0.830 5.116 0.022
C9 1.986 4.201 0.379
C10 1.821 8.339 -1.932
H11 0.198 4.672 -0.752
H12 0.203 5.269 0.900
H13 2.577 3.952 -0.504
H14 1.619 3.275 0.812
H15 2.656 4.686 1.090
H16 0.793 8.681 -1.846
H17 2.241 8.643 -2.888
H18 2.429 8.722 -1.116
C11 -1.626 -8.154 3.706
Br1 -2.828 -6.674 3.416
Br2 -0.682 -8.598 2.090
Br3 -0.423 -7.820 5.177
H19 -2.229 -9.011 3.977

Entry 5:
ORCA calculation (the ωB97M-V functional and the def2-TZVPD basis) on 2 unconnected molecules or ions with the total composition C5H16N2O in a non-equilibrium geometry.

* net charge: 0
* strongest force on any atom: 0.05004 Eh/bohr
* Kohn-Sham gap: 10.018 eV
* SMILES string: CCC[C@@H](N)CN.O
* energy relative to the best compared isomer or geometry (same formula, charge and spin): 117.1 kJ/mol
* highest occupied orbital energy: -9.0 eV

Geometry (Å):
C1 0.771 -2.392 -1.298
C2 1.070 -0.886 -1.558
C3 0.020 0.073 -0.939
C4 0.539 0.836 0.266
N1 1.621 1.783 -0.099
C5 -0.630 1.627 0.926
N2 -1.074 0.972 2.185
H1 0.260 -2.460 -0.344
H2 0.057 -2.749 -2.050
H3 1.663 -2.976 -1.399
H4 1.951 -0.725 -0.918
H5 1.472 -0.576 -2.516
H6 -0.939 -0.331 -0.601
H7 -0.229 0.794 -1.730
H8 1.001 0.166 0.995
H9 2.515 1.309 -0.040
H10 1.571 2.054 -1.078
H11 -0.385 2.653 1.190
H12 -1.496 1.528 0.241
H13 -0.229 0.676 2.661
H14 -1.565 1.649 2.752
O1 -2.843 -0.822 0.908
H15 -2.190 -1.467 0.599
H16 -2.932 -0.738 1.846

Entry 6:
ORCA calculation (the ωB97M-V functional and the def2-TZVPD basis) on a molecular structure, C14H23EuN4O3S in a non-equilibrium geometry.

* net charge: +1
* strongest force on any atom: 0.02286 Eh/bohr
* multiplicity: 8
* Kohn-Sham gap (spin up / spin down): 7.124 / 7.717 eV
* ⟨S²⟩: 15.76
* highest occupied orbital energy (spin up / spin down): -9.9 / -10.5 eV

Geometry (Å):
Eu1 0.639 1.062 -0.092
C1 -1.598 -0.588 2.190
O1 -1.140 0.685 1.747
C2 -2.050 1.739 2.022
C3 -1.419 3.057 1.632
O2 -0.814 3.049 0.343
C4 -1.613 3.326 -0.818
C5 -2.455 2.151 -1.269
O3 -1.676 0.970 -1.279
C6 -2.347 -0.147 -1.856
H1 -1.690 -0.603 3.279
H2 -0.860 -1.327 1.887
H3 -2.562 -0.823 1.732
H4 -2.276 1.766 3.094
H5 -2.992 1.563 1.494
H6 -0.621 3.306 2.333
H7 -2.164 3.856 1.695
H8 -0.899 3.593 -1.593
H9 -2.259 4.184 -0.613
H10 -2.821 2.373 -2.278
H11 -3.334 2.007 -0.630
H12 -2.637 0.081 -2.884
H13 -3.234 -0.400 -1.268
H14 -1.643 -0.975 -1.874
C7 1.882 -3.318 -1.329
C8 1.777 -1.972 -0.680
N1 1.394 -0.905 -1.276
N2 0.974 -0.995 -2.585
C9 0.930 0.200 -3.168
N3 0.450 0.129 -4.442
S1 1.403 1.787 -2.651
C10 2.244 -1.817 0.744
C11 2.956 -2.839 1.362
C12 3.410 -2.660 2.659
C13 3.148 -1.473 3.318
C14 2.429 -0.507 2.632
N4 1.984 -0.666 1.389
H15 1.289 -3.340 -2.237
H16 1.552 -4.109 -0.656
H17 2.921 -3.521 -1.601
H18 0.357 -0.786 -4.849
H19 0.553 0.935 -5.033
H20 3.163 -3.753 0.828
H21 3.971 -3.448 3.146
H22 3.483 -1.287 4.327
H23 2.195 0.440 3.107